Entry 1:
ORCA calculation (ωB97M-V/def2-TZVPD) on 4 unconnected molecules or ions with the total composition C22H44BN4O12S at a distorted geometry.

Last column: Löwdin charge in e.
Positions of all 84 atoms, in Å:
S 1.11 -3.67 -1.66  0.8456
O 0.03 -0.78 -2.31  -0.1170
O -4.14 4.78 -1.39  0.0781
O -3.03 0.36 -0.91  -0.1408
O 5.23 -0.27 -1.62  0.1708
O 0.82 1.25 1.61  0.2065
O -6.04 5.76 -0.66  0.1790
O -2.65 -3.03 4.22  0.0734
O -3.61 -1.09 3.75  0.0866
O -4.05 6.82 -0.49  0.0653
O 6.05 -0.77 -3.66  0.1076
O 4.04 -1.50 -3.06  0.0057
O -1.50 -1.46 3.10  0.1248
N 2.11 -2.51 -0.80  -0.2620
N 0.97 -0.50 -0.14  0.1876
N 1.44 -2.21 1.34  0.1430
N 2.87 1.15 0.29  -0.0561
C 5.13 -0.79 -2.68  -0.5561
C 1.86 -3.82 3.16  -0.0444
C -2.50 -1.82 3.65  -0.5856
C -4.87 5.79 -0.83  -0.5575
C -2.36 -0.68 -1.62  -0.1630
C 2.98 2.57 0.65  -0.0589
C 2.07 -3.49 1.69  -0.1922
C 6.11 -1.26 -6.04  -0.0148
C 1.01 -0.13 -1.60  -0.1673
C 4.16 -1.76 -4.48  -0.0708
C -3.77 1.21 1.18  -0.0346
C -3.88 -3.00 4.98  -0.0709
C -2.77 0.28 0.48  -0.2728
C 3.84 0.37 1.13  -0.0328
C 1.50 -1.71 0.13  -0.4194
C -2.82 5.27 -1.65  -0.3275
C -5.66 -1.18 5.08  -0.0137
C -1.80 4.16 -1.52  -0.0253
C -2.70 6.37 -0.61  -0.0940
C -4.68 -1.95 4.24  -0.3053
C 5.66 -1.71 -4.68  -0.3088
C -1.23 -0.11 -2.47  -0.1216
B 1.57 0.66 0.64  -0.6763
H -1.51 -0.23 -3.50  0.1230
H 0.95 -1.73 2.07  0.1380
H 3.72 -2.73 -4.73  0.1414
H 3.08 2.72 1.71  0.0904
H 0.46 0.65 2.28  0.1141
H -1.99 -1.43 -0.95  0.1132
H -1.93 3.44 -2.33  0.0796
H -3.02 -0.73 0.79  0.1021
H 4.71 0.97 1.30  0.0965
H 3.12 -3.43 1.49  0.1193
H 0.20 -3.88 -0.71  -0.1213
H 3.85 2.99 0.18  0.0935
H -5.18 -2.38 3.37  0.1613
H 5.79 -0.23 -6.22  0.0960
H 2.68 -1.99 -1.45  0.0569
H -5.13 -0.61 5.85  0.0959
H -3.12 -1.11 -2.26  0.1230
H -0.79 4.56 -1.57  0.0898
H -4.35 -3.98 4.97  0.1421
H 6.12 -2.67 -4.43  0.1613
H 7.19 -1.29 -6.12  0.0923
H -3.70 2.18 0.74  0.0623
H 1.08 -4.54 3.27  0.0755
H -6.22 -0.47 4.47  0.0912
H 3.41 0.11 2.09  0.0891
H -3.53 1.23 2.22  0.0637
H 2.75 -4.25 3.58  0.0786
H 2.13 3.13 0.30  0.0826
H 1.63 -2.96 3.75  0.0704
H -3.65 -2.71 6.01  0.1428
H -6.36 -1.86 5.56  0.0969
H 4.10 -0.53 0.61  0.0641
H -2.37 5.99 0.36  0.1385
H -4.74 0.76 1.03  0.0783
H -1.19 0.95 -2.27  0.1156
H -2.80 5.69 -2.66  0.1592
H -2.06 7.19 -0.92  0.1381
H 5.69 -1.90 -6.82  0.0963
H -1.92 3.60 -0.60  0.0807
H 1.96 -0.36 -2.04  0.1159
H 1.64 -4.27 1.10  0.0871
H 3.63 -0.98 -5.02  0.1431
H 0.92 0.94 -1.67  0.1380
H -1.76 0.55 0.75  0.0991

LUMO level = -0.09869 Eh
charge = +1

Entry 2:
ORCA calculation (ωB97M-V/def2-TZVPD) on a gas-phase ion, C2H3N4OS (charge -1) at a distorted geometry.

Last column: Löwdin charge in e.
Positions of all 11 atoms, in Å:
S -1.06 -0.39 1.49  0.7941
O -3.08 1.99 0.43  -0.0773
N -4.26 0.27 -0.69  -0.0174
N -2.96 -1.42 -0.10  -0.1124
N -2.42 -0.31 0.50  -0.4640
N -3.99 -1.03 -0.76  -0.1495
C 0.36 -0.33 0.26  -0.3607
C -3.31 0.84 0.08  -0.6255
H -0.01 0.55 -0.31  0.0271
H 0.14 -1.11 -0.38  -0.0262
H 1.40 -0.32 0.46  0.0118

LUMO level = 0.12197 Eh
SMILES string = CSn1nnnc1[O-]
charge = -1
energy relative to the best compared isomer or geometry (same formula, charge and spin) = 0.0 kcal per mole

Entry 3:
ORCA calculation (ωB97M-V/def2-TZVPD) on a molecular structure, C32H31NO7PS2W at a distorted geometry.

Last column: Löwdin charge in e.
Positions of all 75 atoms, in Å:
W -0.31 0.21 0.58  1.5987
S 1.74 -1.98 0.26  1.0636
S -0.78 -2.05 2.94  0.6305
P -2.16 1.75 -0.03  1.0772
O -0.08 1.89 1.71  -0.2187
O -1.30 -2.03 4.27  -0.2509
O -0.17 0.54 -1.55  -0.1203
O 1.49 1.02 -0.22  -0.0684
O 0.20 -1.72 -0.03  -0.6328
O -0.26 2.83 3.73  0.1270
O 0.49 -2.69 2.72  -0.3234
N -0.69 -0.45 2.42  -0.3372
C -3.20 0.08 -2.01  -0.0877
C 0.58 1.45 -1.03  -0.6333
C 2.64 -4.20 -0.97  -0.2088
C 2.49 -1.82 -1.37  -0.2935
C -2.65 3.61 1.99  -0.0835
C -0.70 0.50 3.55  -0.1336
C -5.61 1.47 -2.17  -0.0581
C 1.84 -3.79 0.26  -0.2821
C -3.83 -2.75 0.39  -0.0222
C -3.05 2.43 1.38  -0.3544
C -0.95 5.36 -1.58  -0.0416
C -1.84 -4.16 1.70  -0.0505
C -4.34 3.30 3.67  -0.0494
C -4.68 -4.85 -0.73  -0.0371
C 2.31 -3.17 -2.05  -0.2125
C 0.14 2.85 -1.18  -0.1455
C -1.75 4.34 -1.07  -0.0598
C -1.21 3.08 -0.85  -0.2459
C -4.64 1.87 -1.26  -0.0804
C -4.74 2.11 3.06  -0.0565
C -2.73 -4.82 0.87  -0.0162
C -2.95 -2.08 1.22  -0.0720
C -0.31 1.86 3.03  -0.5754
C -3.73 -4.13 0.19  -0.2504
C -5.38 0.38 -3.00  -0.0602
C -3.30 4.05 3.13  -0.0458
C -3.43 1.17 -1.18  -0.3344
C -1.95 -2.79 1.86  -0.3030
C -4.18 -0.32 -2.92  -0.0653
C -4.09 1.68 1.92  -0.0981
C 0.94 3.87 -1.66  0.0127
C 0.39 5.13 -1.86  -0.0381
H -1.37 6.34 -1.75  0.1163
H 3.54 -1.59 -1.19  0.1124
H 0.00 0.20 4.33  0.1397
H -5.03 -5.78 -0.28  0.0868
H -2.98 4.96 3.62  0.1200
H 1.98 3.68 -1.89  0.1308
H -1.06 -4.71 2.22  0.1235
H -2.27 -0.47 -1.96  0.0912
H -4.43 0.77 1.44  0.0997
H -1.80 4.17 1.62  0.1152
H -3.08 -1.02 1.40  0.0750
H -2.78 4.55 -0.82  0.1168
H -4.00 -1.17 -3.56  0.1117
H 1.27 -3.29 -2.37  0.1231
H -5.54 -4.24 -0.97  0.0791
H 0.79 -4.08 0.22  0.0970
H -2.65 -5.89 0.75  0.1239
H 2.25 -4.10 1.22  0.1006
H -6.54 2.01 -2.23  0.1131
H 2.39 -5.22 -1.25  0.1246
H -5.55 1.53 3.48  0.1134
H -4.18 -5.12 -1.66  0.0887
H -6.13 0.07 -3.71  0.1123
H 3.71 -4.17 -0.75  0.1214
H 2.01 -0.98 -1.86  0.0859
H -4.84 2.71 -0.61  0.1097
H -4.84 3.64 4.57  0.1143
H 2.94 -3.26 -2.93  0.1242
H -1.69 0.57 4.00  0.1348
H 1.01 5.93 -2.24  0.1168
H -4.62 -2.20 -0.12  0.1155

LUMO level (spin up / spin down) = -0.12144 / -0.14938 Eh
charge = +1
spin multiplicity = 3
energy relative to the best compared isomer or geometry (same formula, charge and spin) = 0.0 kcal per mole

Entry 4:
ORCA calculation (ωB97M-V/def2-TZVPD) on 2 unconnected molecules or ions with the total composition C5H11NO.

Last column: Löwdin charge in e.
Positions of all 18 atoms, in Å:
O -0.04 0.70 -1.44  0.0478
N 0.01 0.10 0.74  0.0146
C 0.77 -2.29 -0.72  -0.0999
C -0.21 0.38 2.14  -0.1318
C -0.36 2.48 0.08  -0.0115
C 0.19 -2.47 -1.91  -0.0931
C -0.11 1.01 -0.13  -0.4760
H -0.24 3.02 -0.86  0.0801
H 0.61 -0.04 2.74  0.0742
H -1.38 2.63 0.45  0.0903
H -0.32 1.44 2.39  0.0633
H -0.80 -2.91 -2.00  0.0551
H 1.74 -1.81 -0.63  0.0635
H 0.33 2.89 0.82  0.0810
H -1.13 -0.14 2.45  0.0783
H 0.28 -2.56 0.21  0.0537
H 0.67 -2.16 -2.83  0.0578
H -0.01 -0.28 -1.48  0.0526

LUMO level = 0.03727 Eh
SMILES string = C/N=C(\C)O.C=C
energy relative to the best compared isomer or geometry (same formula, charge and spin) = 42.2 kcal per mole

Entry 5:
ORCA calculation (ωB97M-V/def2-TZVPD) on 2 unconnected molecules or ions with the total composition C3H10NO at a distorted geometry.

Last column: Löwdin charge in e.
Positions of all 15 atoms, in Å:
O -1.40 -0.55 1.68  -0.5187
N 2.49 -0.14 -0.81  -0.0490
C 0.41 1.02 -1.31  -0.1264
C 1.19 0.38 -0.21  -0.3199
C -2.56 -0.66 0.87  -0.4491
H 1.51 0.98 0.64  0.0944
H 3.20 -0.77 -0.53  0.0226
H 0.75 1.93 -1.82  0.0648
H 2.28 -0.24 -1.79  0.0127
H -2.80 0.30 0.39  0.0168
H -3.38 -1.09 1.46  0.0130
H 0.68 -0.46 0.29  0.0810
H -0.56 1.29 -0.88  0.0697
H -2.35 -1.49 0.16  0.0171
H 0.31 0.23 -2.08  0.0710

LUMO level = 0.15274 Eh
charge = -1
energy relative to the best compared isomer or geometry (same formula, charge and spin) = 44.0 kcal per mole

Entry 6:
ORCA calculation (ωB97M-V/def2-TZVPD) on a single C4H8N2O molecule.

Last column: Löwdin charge in e.
Positions of all 15 atoms, in Å:
O 2.61 -1.14 0.26  -0.0830
N 1.35 -1.31 -0.37  0.0590
N -0.51 1.42 0.16  -0.0062
C 0.68 -0.26 -0.18  -0.2737
C -1.86 -0.67 -0.21  -0.0548
C 0.86 1.03 0.57  -0.1192
C -0.69 0.18 -0.65  -0.3271
H -0.51 2.26 -0.42  0.0985
H -1.85 -1.65 -0.70  0.0797
H -2.81 -0.16 -0.43  0.0759
H -0.71 0.35 -1.73  0.1457
H 1.69 1.65 0.21  0.1214
H -1.82 -0.83 0.88  0.0815
H 0.97 0.91 1.66  0.1157
H 2.59 -1.78 0.98  0.0867

LUMO level = 0.03449 Eh
SMILES string = C[C@H]1NC/C1=N\O
energy relative to the best compared isomer or geometry (same formula, charge and spin) = 86.8 kcal per mole

Entry 7:
ORCA calculation (ωB97M-V/def2-TZVPD) on a molecular structure, C4H26HgO10 at a distorted geometry.

Last column: Löwdin charge in e.
Positions of all 41 atoms, in Å:
Hg 2.28 1.70 -0.23  1.2320
O 2.97 -2.97 -0.09  -0.0516
O 1.87 -0.83 -3.50  -0.0740
O -0.45 1.51 -3.29  -0.0645
O 2.67 -1.45 2.86  -0.0522
O 1.87 1.17 2.02  -0.1409
O 0.55 3.14 -0.91  -0.3234
O 1.26 -0.31 -0.76  -0.4349
O -2.63 -3.72 0.39  -0.0521
O -3.16 0.65 3.28  -0.0575
O -1.58 -4.07 -3.06  -0.0560
C -0.60 -0.56 0.80  -0.0854
C 0.00 -0.86 -0.55  -0.4356
C -0.45 3.31 0.03  -0.4723
C -0.78 4.72 0.49  -0.1130
H 3.64 -2.74 -0.74  0.0408
H -0.85 0.48 1.02  0.0611
H 2.57 -1.36 1.90  0.0153
H -1.53 5.22 -0.12  0.0690
H -0.74 -4.01 -3.53  0.0320
H 2.32 0.02 -3.47  0.0223
H -2.87 -0.25 3.14  0.0212
H 0.11 5.32 0.69  0.0691
H 3.62 -1.59 2.98  0.0583
H -1.47 3.04 -0.29  0.1105
H -0.71 -0.42 -1.27  0.0926
H -3.19 -2.94 0.40  0.0252
H 1.60 -0.99 -2.58  -0.0186
H -1.17 4.78 1.52  0.0664
H -0.78 0.82 -3.88  0.0359
H -4.09 0.65 3.04  0.0346
H 0.04 -1.93 -0.78  0.1098
H -0.25 1.04 -2.47  -0.0216
H 0.14 -0.96 1.49  0.0662
H -1.56 -1.07 0.96  0.0562
H -1.68 -3.21 -2.64  0.0158
H -2.64 -4.03 1.30  0.0351
H -0.29 2.78 0.98  0.0751
H 1.82 1.95 2.58  0.0712
H 1.95 0.42 2.63  0.0386
H 2.19 -2.48 -0.37  -0.0005

LUMO level = -0.10815 Eh
energy relative to the best compared isomer or geometry (same formula, charge and spin) = 5.5 kcal per mole

Entry 8:
ORCA calculation (ωB97M-V/def2-TZVPD) on a molecular structure, C26H34CoN3O4SSi2Te.

Last column: Löwdin charge in e.
Positions of all 72 atoms, in Å:
Te -3.63 1.76 0.13  1.3752
Co 0.81 -0.09 0.14  0.5541
S -1.41 -0.28 1.51  0.2224
Si -2.60 2.21 -3.06  0.3988
Si -5.20 4.34 1.39  0.3611
O -0.11 -0.92 1.89  -0.3687
O -2.52 -1.21 1.48  -0.3729
O -1.64 0.91 2.31  -0.4335
O -1.14 0.16 0.01  -0.5437
N 1.21 1.79 0.45  0.0712
N 2.71 -0.26 0.07  0.0148
N 0.88 -1.98 -0.43  0.0556
C -4.97 3.32 2.94  -0.2045
C -0.14 -2.78 -0.61  -0.0742
C 4.76 1.16 -0.03  -0.0244
C 3.40 0.91 0.12  -0.1874
C -5.13 3.29 -0.15  -0.5971
C 2.12 -2.50 -0.24  -0.1210
C 3.17 -1.54 0.04  -0.1836
C -6.86 5.23 1.53  -0.1969
C 3.70 -4.34 -0.08  -0.0672
C 0.01 -4.18 -0.65  -0.0326
C 5.26 2.48 0.02  -0.1004
C -0.78 1.91 -2.72  -0.1632
C -3.85 5.65 1.29  -0.1845
C 1.25 -4.72 -0.48  -0.0132
C -3.73 1.21 -1.95  -0.5768
C 2.37 -3.88 -0.27  -0.1597
C 4.45 3.56 0.21  -0.0693
C 0.36 2.77 0.64  -0.0774
C 4.68 -3.44 0.20  -0.0982
C 3.05 3.36 0.35  -0.1630
C -2.97 4.05 -2.98  -0.1998
C -2.93 1.69 -4.85  -0.2006
C 4.44 -2.05 0.27  -0.0225
C 0.78 4.12 0.67  -0.0283
C 2.55 2.06 0.32  -0.1191
C 2.11 4.40 0.52  -0.0116
H 5.69 -3.79 0.38  0.0970
H -4.77 1.32 -2.25  0.0036
H -4.02 4.25 -3.19  0.0257
H -7.05 5.88 0.67  0.0227
H -2.37 4.57 -3.73  0.0266
H 6.32 2.63 -0.10  0.0969
H 1.40 -5.79 -0.49  0.1117
H 5.45 0.36 -0.24  0.0801
H -0.65 1.25 -1.86  -0.0100
H -6.09 2.82 -0.39  0.0035
H -5.75 2.56 3.02  0.0350
H -4.01 6.45 2.00  0.0236
H -6.88 5.85 2.43  0.0218
H -7.68 4.51 1.60  0.0232
H -0.68 2.49 0.77  0.0606
H -0.25 2.84 -2.49  0.0290
H -5.01 3.95 3.83  0.0287
H -3.46 0.15 -1.99  0.0073
H 0.04 4.89 0.81  0.1021
H 2.46 5.43 0.53  0.1124
H -4.82 3.91 -0.99  -0.0246
H -2.58 0.67 -5.04  0.0232
H -0.86 -4.81 -0.79  0.1043
H -1.11 -2.31 -0.71  0.1152
H -0.29 1.45 -3.59  0.0294
H -4.00 1.72 -5.08  0.0208
H -2.73 4.47 -2.00  0.0160
H -2.88 5.20 1.50  0.0188
H -2.42 2.36 -5.55  0.0211
H 4.85 4.57 0.25  0.0995
H 3.90 -5.41 -0.13  0.0997
H 5.24 -1.40 0.57  0.0823
H -4.01 2.79 2.95  0.0110
H -3.80 6.08 0.29  0.0239

LUMO level (spin up / spin down) = 0.08559 / 0.08673 Eh
charge = -1
spin multiplicity = 2
energy relative to the best compared isomer or geometry (same formula, charge and spin) = 3.3 kcal per mole

Which formula does entry 1 have? C22H44BN4O12S